(1)
ORCA calculation (ωB97M-V/def2-TZVPD) on a cluster of 5 separate species, C24H29N5O2P in total at a distorted geometry.

Structure (XYZ):
```
61
Properties=species:S:1:pos:R:3:forces:R:3:lowdin_charge:R:1
C 0.94675 -5.73066 0.56949 -0.0161 -0.0755 0.0375 -0.07
H -3.04495 -0.10452 -1.83040 -0.1664 -0.0900 0.0902 0.02
C -2.03536 5.59634 -1.49480 -0.0025 -0.0020 0.1243 -0.09
C 1.95821 -0.86974 0.89107 0.0879 0.0056 0.3015 -0.10
H 5.05961 2.65671 -1.46848 -0.0232 -0.0021 0.0053 0.09
H 3.24761 1.10374 -2.26077 0.0286 0.0665 -0.0255 0.12
H -2.57153 -3.06657 1.22131 0.1715 0.1504 -0.2544 0.01
H -1.92862 3.06009 -3.72175 0.0147 -0.0264 0.0540 0.10
C -3.84628 -0.47347 -1.18143 -0.4041 0.1233 -0.1142 -0.31
C 4.31045 -1.05273 2.26310 0.0489 -0.0175 0.0653 -0.10
N -3.71653 3.95747 -1.02636 -0.0472 -0.1064 0.0047 0.05
H 5.09201 0.40649 0.88877 0.0109 0.0257 -0.0149 0.10
H -4.25720 -1.40117 -1.60124 -0.0117 0.2088 0.1039 0.02
C 3.04120 -0.09651 0.48527 0.1114 -0.2573 0.2167 -0.04
H 0.86184 -7.87743 0.69380 0.0067 0.0030 0.0050 0.10
H -4.65712 0.27239 -1.14473 0.2852 -0.2012 -0.1023 0.02
H -0.78021 5.21994 -3.20165 0.0043 0.0032 0.0003 0.10
H 0.80442 -3.57705 0.77818 0.0729 -0.0606 -0.0155 0.09
C -1.70854 0.23174 0.65259 0.2517 0.1088 -0.1026 -0.48
H 1.56054 -5.69773 -0.32073 0.0131 -0.0047 0.0088 0.10
H 5.21992 -1.15627 2.84167 -0.0037 -0.0020 0.0058 0.09
H -1.05779 -0.28542 1.37857 -0.1471 0.1633 -0.2578 0.10
C 4.01769 2.83794 -1.23233 0.0181 -0.0005 -0.0905 -0.09
C 1.70271 2.26154 -1.33576 -0.1354 0.3134 -0.1928 -0.06
C -0.63557 -5.68080 2.77360 0.1770 -0.1268 -0.1341 -0.16
C 3.65691 3.94504 -0.48066 -0.1008 -0.0437 0.0111 -0.18
H 0.42480 3.63488 -0.30578 0.0119 -0.0049 0.0183 0.10
H -3.18205 -3.05624 -0.44697 0.1210 0.1436 0.1898 0.02
C 4.23498 -0.18933 1.18067 -0.0788 0.0142 -0.0666 -0.08
C 0.52936 -4.54922 1.17004 -0.0472 0.0254 -0.0511 -0.15
N -0.23748 -4.52572 2.25342 -0.2776 0.1271 0.2302 0.07
H -2.46823 1.57713 2.00233 0.0244 -0.0455 -0.1789 0.05
N 2.03084 -1.70435 1.93134 -0.0068 -0.0824 0.1523 0.06
H -3.40733 5.61013 0.15831 -0.0456 0.0269 -0.0317 0.09
H -2.58143 2.04493 0.43789 0.2657 0.0873 0.0646 0.03
N 2.39729 4.23595 -0.15449 0.0809 0.0471 0.0163 0.05
C -2.24841 3.68163 -2.89735 0.0353 0.1564 -0.0878 -0.08
N -1.96386 1.59943 1.11661 -0.4446 -0.1375 0.2365 -0.01
C 0.55360 -6.93600 1.13213 -0.0550 0.0868 0.0251 -0.10
O -1.35555 1.27674 -1.45898 0.5350 -0.5723 0.1932 -0.08
C -3.07897 5.09078 -0.73620 0.1022 0.0246 -0.0816 -0.17
C 3.01483 1.98105 -1.66752 0.0939 0.5686 -0.5720 -0.13
H 3.20010 -2.46980 3.43779 0.0033 -0.0117 0.0000 0.10
O -0.19245 -0.60517 -0.98314 0.0810 -0.1084 -0.6644 -0.07
H 1.00092 -0.80683 0.36718 0.3533 -0.1017 0.0684 0.07
H -1.54963 6.51922 -1.20596 0.0041 -0.0009 0.0018 0.09
H 0.88124 1.62756 -1.64399 -0.0394 -0.0113 0.0044 0.08
C -1.61114 4.87286 -2.60023 -0.0589 -0.1154 -0.0540 -0.09
C 1.44803 3.40129 -0.58033 -0.0458 -0.1139 -0.0249 -0.12
P -3.27504 -0.82535 0.54373 0.1235 0.1713 -0.0836 0.89
H 2.93322 0.57063 -0.35199 0.0217 -0.4750 0.4952 0.04
C 3.18164 -1.78444 2.59533 -0.0072 0.0116 -0.0677 -0.17
H -3.79218 2.32551 -2.27547 0.0138 0.0469 -0.0103 0.09
H 4.41641 4.63425 -0.12389 -0.0089 0.0050 0.0054 0.09
C -0.99248 0.31420 -0.72869 -0.9953 0.4189 0.4073 -0.73
C -2.56521 -2.50501 0.27699 0.1686 -0.2749 0.0327 -0.33
H -1.28597 -5.62161 3.64072 0.0307 0.0091 0.0152 0.10
C -3.29524 3.26945 -2.08515 -0.0171 0.0547 0.0996 -0.17
H -1.54280 -2.42517 -0.11599 -0.2063 -0.1009 0.0665 0.02
H -0.60309 -7.82907 2.72273 0.0083 0.0001 -0.0075 0.09
C -0.25889 -6.91367 2.25858 0.0114 -0.0240 -0.0707 -0.09
```
Positions in Å, forces in eV/Å.

Summary:
frontier orbital gap: 7.45 eV
max |F|: 1.2 eV Å⁻¹
lowest unoccupied orbital energy: 0.102 Eh
charge: -1

(2)
ORCA calculation (ωB97M-V/def2-TZVPD) on the molecule C4H5FO at a distorted geometry.

Structure (XYZ):
```
11
Properties=species:S:1:pos:R:3:forces:R:3:lowdin_charge:R:1
C -2.01244 0.73324 -0.03271 2.8907 -1.3064 1.1595 0.13
C -0.90084 -0.06371 0.00390 -1.0822 0.4197 -0.8977 -0.21
F -1.01735 -1.43606 -0.16915 -0.1459 1.2183 0.4061 0.01
C 0.57195 0.36331 -0.03319 -1.4552 -0.2687 -0.2273 -0.38
H 2.47519 -0.02838 -0.25683 1.2714 -0.0911 -0.2533 0.07
O 0.79525 1.53943 -0.18125 0.2569 -0.1353 0.2618 0.10
H -2.03261 1.77690 0.19284 0.8458 0.5565 -0.2993 0.07
H -2.96492 0.33015 0.07979 -1.4313 -1.1835 -0.3677 0.05
C 1.68060 -0.68439 0.00736 -0.4978 2.2795 2.1822 0.01
H 1.84577 -1.06043 1.03772 -0.2442 0.1635 -0.5539 0.11
H 1.55940 -1.47005 -0.64847 -0.4083 -1.6525 -1.4106 0.05
```
Positions in Å, forces in eV/Å.

Summary:
frontier orbital gap: 10.18 eV
SMILES: C=C(F)C(C)=O
max |F|: 3.4 eV Å⁻¹
lowest unoccupied orbital energy: 0.003 Eh
ΔE to the lowest compared entry with this formula, charge and spin: 0.381 eV

(3)
ORCA calculation (ωB97M-V/def2-TZVPD) on a cluster of 2 separate species, C2H5BrNP in total at a distorted geometry.

Structure (XYZ):
```
10
Properties=species:S:1:pos:R:3:forces:R:3:lowdin_charge:R:1
H -0.09473 -0.57269 1.50168 0.6085 0.2771 2.2292 0.01
C -1.10022 -0.92633 -0.36430 -0.0559 -0.0057 1.9078 -0.22
H 1.61462 3.13675 -0.18580 -0.0379 2.7130 0.0233 -0.18
H -1.68734 -1.81455 -0.04325 0.0042 0.2746 -1.0956 0.08
C 0.07226 -0.95574 0.55996 -0.1484 1.2541 -1.8359 -0.67
N 0.18138 1.57849 0.38597 -2.2453 -0.6450 1.1619 -0.39
Br 1.76996 -1.30929 -0.13881 -0.4580 -0.4691 0.6192 0.64
P 1.54290 1.80745 -0.21468 2.3221 -2.0558 -1.0542 0.62
H -0.56415 -0.93995 -1.27500 -0.8180 -0.3943 -1.7969 0.02
H -1.73468 -0.00414 -0.22578 0.8287 -0.9490 -0.1587 0.08
```
Positions in Å, forces in eV/Å.

Summary:
frontier orbital gap (spin up / spin down): 7.09 / 8.90 eV
max |F|: 3.3 eV Å⁻¹
lowest unoccupied orbital energy (spin up / spin down): -0.030 / -0.004 Eh
ΔE to the lowest compared entry with this formula, charge and spin: 5.058 eV

(4)
ORCA calculation (ωB97M-V/def2-TZVPD) on a structure of composition C16H17Cl7O2W at a distorted geometry.

Structure (XYZ):
```
43
Properties=species:S:1:pos:R:3:forces:R:3:lowdin_charge:R:1
C 3.24820 1.37746 -0.67832 0.2111 -0.2431 0.0937 -0.06
H 2.48048 -1.23193 1.00166 0.1271 -0.0292 0.0962 -0.10
Cl -1.69921 -2.23601 -1.96815 -0.4002 0.1790 -0.8608 0.63
H 2.00169 3.78971 1.57331 -0.0097 0.0332 -0.0461 0.08
Cl 0.70091 -2.98444 2.80845 0.4978 0.1283 0.5756 0.65
C -1.34831 2.94650 1.01054 -0.2420 0.2367 0.0410 -0.10
C -0.56764 -3.33995 1.71990 -2.1299 -1.5545 -0.6509 -0.74
Cl -3.56312 -6.01632 1.41282 -0.4778 -0.6524 0.1978 0.61
Cl -1.25407 -5.36107 3.41958 0.0205 -0.5995 0.7874 0.61
H 2.65712 2.19874 2.01622 -0.0850 -0.0445 0.1132 0.07
Cl -2.14168 -0.20597 0.58971 -2.9359 0.0179 -0.0329 0.17
H 1.08577 2.70532 2.64544 0.0726 -0.0556 -0.0454 0.03
H 3.69944 1.22334 0.30391 -0.0240 -0.1380 -0.1062 0.06
Cl -3.74711 -4.47485 -1.28586 -0.7196 -0.4061 -0.6579 0.61
H -1.62394 1.04927 -2.76722 -0.0764 0.0220 0.0330 0.06
O 2.29000 -0.53951 1.64846 -1.3711 0.3844 -1.3234 -0.52
C -2.43450 -4.78590 1.06144 0.9487 1.1612 -0.4647 -0.75
C 1.78070 1.55700 -0.53624 -0.6081 0.5311 -0.8934 -0.30
W 0.11100 0.04268 0.51387 3.7481 -1.1987 1.6687 1.13
H 0.29471 0.24161 -3.35224 0.2072 0.0103 0.0977 0.07
H 1.33518 1.64951 -3.61775 -0.0459 0.0054 0.0945 0.08
H -1.05504 3.05225 2.05398 -0.0764 -0.0759 0.0217 0.05
H -1.49089 3.94739 0.58933 -0.0204 0.1303 -0.0147 0.07
C 1.13296 0.81191 -2.93567 0.0529 -0.3123 -0.1206 -0.05
C 1.74256 2.74377 1.77595 0.2336 -0.0980 0.2138 -0.08
O 0.86212 -1.21375 -0.80345 0.1303 -0.3360 -1.7613 -0.48
C -0.79453 -2.59093 0.59194 1.1649 0.2272 -0.0335 -0.31
C -0.47005 1.65678 -1.07646 0.9729 0.3269 -0.0288 -0.36
C -0.30538 2.21870 0.24602 0.8139 0.2136 -0.4158 -0.43
C -1.41976 -4.45060 1.98622 0.1992 1.1479 -1.1937 -0.73
C 0.82874 1.30319 -1.56703 0.0691 1.1245 1.0124 -0.28
H 0.18405 -1.65566 -1.36246 1.0444 0.3750 0.6869 -0.11
H 3.71069 2.25325 -1.15250 -0.0040 0.0120 -0.0074 0.07
H 2.02038 0.17401 -2.92423 -0.1822 -0.0500 -0.0069 0.07
C -1.70800 1.71039 -1.90231 -0.3050 -0.0516 0.0365 -0.08
C -2.51915 -4.09049 -0.16517 1.3888 0.7935 0.8259 -0.74
H -2.58165 1.39897 -1.32188 0.1261 -0.0036 -0.0886 0.03
C -1.60982 -3.02458 -0.40555 -1.2282 -1.8001 1.9103 -0.74
H -1.89083 2.72899 -2.26378 0.0588 0.0243 -0.0387 0.08
Cl -0.20308 0.36735 2.86427 -0.2595 0.3329 0.9012 -0.01
H 3.46786 0.50141 -1.30154 0.0112 0.1057 0.2016 0.07
C 1.09859 2.12939 0.58766 -0.9724 0.1420 -0.9018 -0.37
H -2.30542 2.42306 0.96716 0.0743 -0.0163 0.0847 0.04
```
Positions in Å, forces in eV/Å.

Summary:
⟨S²⟩: 2.013
frontier orbital gap (spin up / spin down): 3.75 / 5.54 eV
max |F|: 4.3 eV Å⁻¹
multiplicity: 3
lowest unoccupied orbital energy (spin up / spin down): 0.169 / 0.168 Eh
charge: -2

(5)
ORCA calculation (ωB97M-V/def2-TZVPD) on the molecule C20H20N4O at a distorted geometry.

Structure (XYZ):
```
45
Properties=species:S:1:pos:R:3:forces:R:3:lowdin_charge:R:1
H 4.00318 0.39993 -0.12930 0.0783 -0.1123 -0.0364 0.10
H 3.57810 -1.43505 -1.40625 -0.0943 -0.0830 0.2426 0.15
C -0.32433 -1.35383 1.79077 0.8615 -0.1838 0.4482 -0.07
H 4.33967 2.55230 0.94468 0.0619 0.0399 0.0350 0.10
H -0.18734 -1.28597 2.87569 0.0851 0.0141 -0.0608 0.13
H 2.45585 4.11901 1.25050 0.0237 0.0925 0.0420 0.10
H -2.32019 -1.94393 -2.38730 0.0219 -0.0286 -0.0285 0.08
C -2.66355 -0.61052 2.08708 0.2945 -0.1226 -0.1805 -0.02
C 0.82450 1.60427 -0.40219 0.0547 0.2905 0.1995 -0.09
O 4.03762 -2.16662 0.97693 0.0937 -0.0180 -0.0038 0.08
N 1.86769 -1.83043 1.41881 0.1614 -0.0869 1.2603 0.08
H -2.47571 -0.42875 3.13399 0.0433 0.0134 0.1063 0.11
H 1.84396 -2.75647 -2.58538 -0.0127 0.0073 -0.0953 0.08
H -0.64620 0.41857 -1.45261 -0.0370 -0.0472 -0.0369 0.09
H -3.22480 -0.43716 -2.58513 -0.0207 0.0565 -0.1126 0.08
C 2.31360 3.17260 0.74993 0.3681 -0.0003 0.0683 -0.06
C 2.61698 -1.63973 -0.91695 0.0626 -0.0068 -0.1427 -0.30
C 1.03252 2.84245 0.26356 -0.0040 -0.2810 -0.1283 -0.17
C -3.02910 -1.09954 -0.56976 -0.2597 0.0410 0.0168 -0.34
C 3.35332 2.30216 0.58154 -0.2214 0.4051 0.1764 -0.08
N -1.84594 -1.33973 -0.03657 0.2511 -0.1842 -0.0344 0.15
C -3.90336 -0.35196 1.52742 -0.0257 -0.0246 -0.1667 -0.06
H 1.05283 -3.11864 -1.04232 -0.0888 -0.0464 -0.0040 0.07
H 0.75305 -0.82345 -1.13860 0.1493 0.0042 0.0648 0.09
H 2.67531 -3.74826 -1.38030 0.0387 -0.0742 0.0036 0.09
C 2.93386 -1.90191 0.56044 0.0298 0.0850 -0.3096 -0.45
H -4.08952 -1.93123 -2.23083 -0.0650 -0.0247 -0.0875 0.08
C -3.17535 -1.37558 -2.03363 -0.0421 0.0215 -0.0034 -0.03
H -4.70807 0.03571 2.13544 -0.0490 0.0226 0.0346 0.11
N 1.72001 -0.52866 -1.13708 -0.2342 0.0108 -0.5115 0.05
H 0.11685 4.66118 0.94046 0.0109 0.0771 0.0466 0.11
H -2.12558 4.09554 0.08945 -0.0312 0.0706 0.0208 0.10
C 3.16015 1.06616 -0.04042 -0.1987 -0.4092 -0.1793 -0.02
C -0.05594 3.72522 0.42761 -0.1803 0.0650 -0.0113 -0.04
H 2.07801 -1.87514 2.42099 -0.0034 0.0305 -0.3461 0.17
C -1.65231 -1.10133 1.26121 -0.8724 0.2198 -0.0273 -0.27
C -1.29802 3.41418 -0.04723 0.0979 0.1884 0.1339 -0.08
C -4.09508 -0.59823 0.18034 0.0978 0.0195 0.1615 -0.03
C -1.49836 2.20721 -0.72892 -0.0001 -0.2541 -0.1393 -0.08
C 2.00567 -2.90372 -1.52063 0.1324 0.1241 0.0105 -0.03
C 1.92040 0.69027 -0.52185 0.4003 0.1862 -0.0190 -0.21
C -0.46250 1.33125 -0.90790 -0.1545 0.0010 -0.1044 -0.03
H -2.47965 1.97211 -1.11662 -0.0610 -0.0524 -0.0514 0.10
H -5.04841 -0.40965 -0.28943 -0.0890 0.0031 -0.0495 0.11
N 0.62618 -1.61459 0.99040 -0.6739 -0.0495 -0.2008 0.05
```
Positions in Å, forces in eV/Å.

Summary:
frontier orbital gap: 7.31 eV
SMILES: Cc1cccc(/C=N/NC(=O)[C@@H](C)Nc2cccc3ccccc23)n1
max |F|: 1.3 eV Å⁻¹
lowest unoccupied orbital energy: 0.001 Eh
ΔE to the lowest compared entry with this formula, charge and spin: 0.701 eV

(6)
ORCA calculation (ωB97M-V/def2-TZVPD) on a cluster of 2 separate species, C13H10BrN2O3 in total at a distorted geometry.

Structure (XYZ):
```
29
Properties=species:S:1:pos:R:3:forces:R:3:lowdin_charge:R:1
O 3.64783 2.10111 -3.13661 0.1520 0.0343 0.4483 -0.11
H -0.43637 2.80596 -1.44814 0.1615 -0.0301 0.2433 0.12
H 6.24158 1.24400 -6.74468 -0.1862 0.1843 0.0762 0.08
C 1.88383 0.64558 -0.18571 -0.4557 0.5475 -0.1012 0.00
C 3.58594 3.47392 -5.08758 0.2239 -0.5918 -0.0664 -0.05
O 2.53580 -1.15939 -5.01617 -1.2619 1.5514 1.5604 0.03
C 5.20834 1.66223 -4.90110 -0.5821 0.2689 -0.0828 -0.05
H 3.47554 4.32655 -7.06158 0.1657 -0.1900 0.0997 0.08
N 1.83331 -0.26921 -4.47369 -0.5662 0.2052 -3.6887 -0.36
C 0.10035 2.65576 0.63894 0.4255 -0.4320 0.2992 -0.13
C 1.80453 0.99440 1.16559 -0.3071 0.1870 -0.2118 -0.12
C 3.94559 3.57208 -6.42175 0.3927 -0.4650 0.8704 -0.23
H 2.42678 0.48951 1.89907 -0.0929 0.0924 -0.1183 0.10
N 4.86403 2.77970 -6.99467 0.1865 0.0920 -1.0089 -0.03
H 2.83107 4.12771 -4.66010 -0.0005 -0.0869 -0.0087 0.08
H 0.50866 1.57039 -3.21180 0.3231 -0.1585 -0.0237 0.12
H -0.59206 3.42375 0.96494 0.0872 -0.0661 -0.0217 0.09
O 1.03444 0.45569 -5.12342 1.3957 -1.5492 0.6482 0.02
H 2.57146 -0.13698 -0.51035 -0.1510 0.3128 0.2388 0.11
C 1.16281 0.99113 -2.56360 0.3180 -1.3867 -1.0975 0.00
C 0.19091 2.31062 -0.70594 0.5387 -0.6174 -0.2121 -0.02
C 1.08788 1.30665 -1.15599 0.2173 0.2292 1.5288 -0.20
C 5.48342 1.85637 -6.24499 -0.5147 0.5498 0.7588 -0.23
C 4.11952 2.39548 -4.26461 0.3100 0.2767 -1.0255 -0.49
C 0.91487 1.99803 1.57960 -0.0297 -0.1638 -1.2808 -0.70
C 1.89962 -0.02024 -3.10841 -0.5166 1.1497 2.5665 -0.04
H 2.59855 -0.62011 -2.53282 -0.1461 0.0654 -0.4833 0.12
Br 0.81432 2.48247 3.40099 -0.0041 -0.0039 0.0919 0.71
H 5.72343 0.89472 -4.33186 -0.0829 -0.0053 0.0008 0.08
```
Positions in Å, forces in eV/Å.

Summary:
frontier orbital gap: 5.20 eV
max |F|: 3.7 eV Å⁻¹
lowest unoccupied orbital energy: 0.061 Eh
ΔE to the lowest compared entry with this formula, charge and spin: 0.016 eV
charge: -1

Which of these has the lowest max |F|? C24H29N5O2P

Which of these has the highest max |F|? C16H17Cl7O2W

Which formula does entry 5 have? C20H20N4O